The following is a quantum chemistry calculation of the molecule C2H6N2O at a distorted geometry, from the Open Molecules 2025 dataset.

```
11
Properties=species:S:1:pos:R:3:forces:R:3
C 0.744 0.535 1.074 3.0979 4.6019 3.4481
H -1.851 0.511 -0.021 2.9673 1.4116 -2.7318
N 0.795 -0.757 0.632 3.2734 -0.4906 6.4371
H 0.357 -2.074 -0.988 -0.2960 1.6914 2.2727
H -0.067 0.950 1.682 -0.2594 -0.8186 0.0476
H 1.702 0.993 1.633 -1.5505 -2.0043 -0.4264
C 0.157 -1.036 -0.312 0.1773 -8.5319 -7.5309
H -1.076 -0.728 -2.098 2.0520 0.4846 3.4601
N -0.548 -0.383 -1.157 -4.2109 1.3902 -5.9402
H 0.824 1.199 0.283 -0.1996 1.3655 -1.8219
O -1.036 0.790 -0.727 -5.0516 0.9002 2.7857
```
Forces are in eV/Å.

max |F| = 11.382 eV/A
SMILES string = C/N=C\NO
calculated total energy = -264.3693 hartree
energy relative to the best compared isomer or geometry (same formula, charge and spin) = 572.39 kJ/mol
charge = 0

The following is a quantum chemistry calculation of a structure of composition C28H34N4O3P2PdS3, from the Open Molecules 2025 dataset.

```
75
Properties=species:S:1:pos:R:3:forces:R:3
H 0.466 1.700 4.487 0.0091 -0.0283 -0.0069
Pd -0.160 -0.277 0.599 -0.1120 -0.4970 -0.2834
C -0.228 2.355 5.010 0.0182 -0.0163 -0.0195
S -3.091 -1.795 4.295 -0.0656 0.0071 0.0904
H -3.569 -5.027 -1.333 -0.0037 0.0025 0.0051
H 0.867 -3.606 3.037 0.0009 0.0012 0.0205
H 2.036 -0.045 3.784 -0.0305 -0.0255 -0.0583
C -1.101 1.583 5.986 -0.1222 -0.1066 -0.0793
H 1.333 0.519 -4.379 -0.0011 0.0045 0.0049
C -1.272 2.090 -5.871 0.0236 -0.0194 0.0087
H -2.784 0.625 -3.221 0.0007 -0.0198 -0.0121
C -2.282 1.684 -5.006 0.0059 -0.0743 0.0874
H -1.491 2.733 -6.715 0.0023 0.0098 -0.0020
H 0.139 4.725 -3.445 -0.0060 -0.0049 -0.0021
C -1.885 -3.866 -0.669 -0.0427 -0.0902 -0.0811
C 1.954 -1.133 3.770 0.1240 -0.0189 -0.0071
C 1.468 -2.014 -3.379 0.0060 -0.0669 -0.1005
H -1.310 3.008 0.497 0.0992 -0.1069 0.1307
H 0.346 3.101 5.571 -0.0174 -0.0184 -0.0113
C 0.026 1.666 -5.618 0.0275 -0.0322 0.0617
N 0.372 3.087 -0.511 -0.1769 -0.0339 -0.1024
C 3.694 -1.122 -2.003 -0.0492 0.0106 -0.0052
C 0.668 3.866 -1.597 0.0598 -0.1146 0.0081
H -0.740 -3.298 3.729 0.0039 0.0180 -0.0317
O 0.871 -3.127 0.330 -0.1713 -0.0038 0.1534
C -0.694 0.386 -3.671 -0.3381 0.0663 0.2115
H 4.820 -2.490 -3.222 0.0008 -0.0058 0.0024
S 1.739 1.752 1.454 -0.0291 0.1628 -0.3037
P -0.360 -0.361 -1.966 0.6852 0.1319 0.1883
H -0.867 3.337 -2.949 0.0389 -0.0092 -0.0114
C 1.530 2.790 0.166 -0.1157 0.0506 0.0902
H -1.755 2.301 6.493 -0.0339 0.0264 -0.0042
C -1.377 -1.894 -1.974 -0.1331 -0.0043 -0.1321
C -0.282 0.868 7.051 0.0166 -0.0130 0.0156
C 0.316 -3.043 3.794 0.0348 -0.0343 0.0344
P -1.816 -0.317 4.108 0.0093 0.1055 -0.0024
C -2.941 -4.162 -1.523 0.0740 0.0126 0.0234
H -0.828 2.854 4.252 -0.0295 0.0085 0.0014
C -2.393 -2.235 -2.861 0.0526 0.0583 -0.0801
C -0.352 4.236 -2.607 0.0407 0.0483 -0.0088
S -1.892 0.747 2.425 0.1623 -0.0278 -0.1005
H 0.309 1.596 7.616 -0.0120 -0.0222 -0.0074
H -3.302 2.015 -5.167 -0.0034 0.0094 0.0126
H 2.818 -3.305 -4.439 0.0003 0.0116 -0.0135
N -0.886 2.523 -0.292 0.1847 0.4212 0.1679
C 0.021 -2.289 0.022 0.1678 -0.1984 0.0702
H -0.940 0.335 7.739 0.0010 0.0171 -0.0193
H 3.427 3.447 -0.383 -0.0257 0.0347 0.0068
C 0.308 0.831 -4.542 0.0460 -0.0532 -0.0709
C 1.311 -1.049 -2.390 -0.1079 -0.0017 0.0492
H 0.835 1.986 -6.266 0.0048 -0.0072 -0.0050
C 3.841 -2.082 -2.997 -0.0413 0.0054 -0.0108
H -1.665 -4.489 0.191 0.0099 -0.0111 -0.0151
H 0.387 0.146 6.586 0.0245 -0.0095 -0.0166
C 2.437 -0.622 -1.693 0.0287 0.0412 0.0257
C -3.183 -3.358 -2.632 0.0634 0.0048 0.0719
H 4.558 -0.780 -1.444 -0.0025 -0.0061 -0.0004
H 2.574 -1.513 2.955 0.0085 -0.0165 0.0292
H 0.232 -1.315 2.521 0.0123 -0.0735 -0.0483
C 2.720 -2.535 -3.682 0.0036 0.0666 0.0683
H -1.106 4.902 -2.183 0.0117 -0.0021 0.0250
N 1.931 4.168 -1.625 -0.1026 -0.0939 0.0602
N 2.436 3.525 -0.516 0.2190 -0.0478 -0.0604
H -3.995 -3.592 -3.311 -0.0004 -0.0091 -0.0078
H -0.676 1.555 0.049 -0.4895 0.1740 -0.3088
H 0.678 -3.308 4.795 -0.0118 -0.0319 -0.0225
H 2.334 -1.525 4.721 -0.0040 0.0347 -0.0026
C 0.524 -1.566 3.545 -0.2963 0.2363 0.2627
H 0.593 -2.369 -3.912 0.0049 -0.0169 0.0166
H -2.583 -1.625 -3.736 -0.0084 0.0113 0.0158
C -1.990 0.871 -3.920 -0.0553 0.0303 -0.0273
C -1.098 -2.746 -0.898 0.0702 0.3012 0.0176
H 2.308 0.071 -0.866 -0.0129 -0.0068 -0.0079
O -0.299 -0.771 4.445 0.2137 -0.1774 0.0173
O -2.032 0.666 5.389 0.0810 0.0330 0.0358
```
Forces are in eV/Å.

max |F| = 0.723 eV/A
calculated total energy = -3537.3685 hartree
charge = -2

The following is a quantum chemistry calculation of a cluster of 2 separate species, CHN3S in total at a distorted geometry, from the Open Molecules 2025 dataset.

```
6
Properties=species:S:1:pos:R:3:forces:R:3
N -2.349 -0.037 -0.395 5.3700 -1.8870 2.8513
H 0.826 -0.273 0.108 0.3848 0.1318 -0.2348
N -3.677 1.415 1.228 0.3875 1.4005 0.6752
S 0.026 -0.788 1.032 0.5444 -0.3632 0.7772
N -3.078 2.300 1.478 -0.7403 -1.0144 -0.2793
C -1.346 -0.346 0.212 -5.9464 1.7324 -3.7896
```
Forces are in eV/Å.

max |F| = 7.261 eV/A
SMILES string = N#CS.N#N
calculated total energy = -601.1611 hartree
energy relative to the best compared isomer or geometry (same formula, charge and spin) = 26.58 kJ/mol
charge = 0

The following is a quantum chemistry calculation of a structure of composition C2Br2N2 at a distorted geometry, from the Open Molecules 2025 dataset.

```
6
Properties=species:S:1:pos:R:3:forces:R:3
Br 1.008 1.755 0.004 -0.5128 1.1420 0.2653
C 0.984 0.038 -0.399 -1.3972 -2.8287 0.4702
N -0.713 -1.195 0.225 3.1118 0.2099 -0.5359
C -1.498 -0.243 0.180 -0.2639 0.3716 -0.2341
Br 2.366 -1.083 -0.040 0.3688 -0.2757 -0.0522
N -2.148 0.727 0.030 -1.3067 1.3809 0.0867
```
Forces are in eV/Å.

max |F| = 3.190 eV/A
calculated total energy = -5333.5223 hartree
energy relative to the best compared isomer or geometry (same formula, charge and spin) = 420.27 kJ/mol
charge = 0

Question: Among the records above, which one has the highest max |F|?
Answer: C2H6N2O

Question: The highest calculated total energy belongs to which entry?
Answer: C2H6N2O

Please write out number 3 again, unchanged.
The following is a quantum chemistry calculation of a cluster of 2 separate species, CHN3S in total at a distorted geometry, from the Open Molecules 2025 dataset.

```
6
Properties=species:S:1:pos:R:3:forces:R:3
N -2.349 -0.037 -0.395 5.3700 -1.8870 2.8513
H 0.826 -0.273 0.108 0.3848 0.1318 -0.2348
N -3.677 1.415 1.228 0.3875 1.4005 0.6752
S 0.026 -0.788 1.032 0.5444 -0.3632 0.7772
N -3.078 2.300 1.478 -0.7403 -1.0144 -0.2793
C -1.346 -0.346 0.212 -5.9464 1.7324 -3.7896
```
Forces are in eV/Å.

max |F| = 7.261 eV/A
SMILES string = N#CS.N#N
calculated total energy = -601.1611 hartree
energy relative to the best compared isomer or geometry (same formula, charge and spin) = 26.58 kJ/mol
charge = 0

Question: What is the calculated total energy in the third record?
Answer: -601.1611 hartree